Record 1
{"formula": "C40H118N8O15", "method": "ωB97M-V/def2-TZVPD", "elements": ["O", "H", "H", "O", "H", "H", "O", "H", "H", "C", "C", "C", "O", "C", "N", "H", "H", "H", "H", "H", "H", "H", "H", "H", "H", "H", "C", "C", "C", "O", "C", "N", "H", "H", "H", "H", "H", "H", "H", "H", "H", "H", "H", "C", "C", "C", "O", "C", "N", "H", "H", "H", "H", "H", "H", "H", "H", "H", "H", "H", "C", "C", "C", "O", "C", "N", "H", "H", "H", "H", "H", "H", "H", "H", "H", "H", "H", "C", "C", "C", "O", "C", "N", "H", "H", "H", "H", "H", "H", "H", "H", "H", "H", "H", "C", "C", "C", "O", "C", "N", "H", "H", "H", "H", "H", "H", "H", "H", "H", "H", "H", "C", "C", "C", "O", "C", "N", "H", "H", "H", "H", "H", "H", "H", "H", "H", "H", "H", "C", "C", "C", "O", "C", "N", "H", "H", "H", "H", "H", "H", "H", "H", "H", "H", "H", "C", "C", "O", "H", "H", "H", "H", "H", "H", "C", "C", "O", "H", "H", "H", "H", "H", "H", "C", "C", "O", "H", "H", "H", "H", "H", "H", "C", "C", "O", "H", "H", "H", "H", "H", "H"], "coordinates": [[-19.180, 23.681, 19.939], [-19.323, 22.726, 19.970], [-19.437, 23.924, 19.029], [-19.548, 24.053, 17.219], [-19.846, 24.823, 16.721], [-18.894, 23.617, 16.644], [-18.491, 22.180, 15.372], [-19.394, 21.847, 15.496], [-18.053, 21.488, 14.852], [-24.905, 19.777, 19.661], [-25.009, 21.243, 19.250], [-25.599, 21.474, 17.850], [-24.697, 20.937, 16.893], [-25.252, 20.848, 15.592], [-25.784, 22.008, 20.227], [-24.643, 19.667, 20.713], [-24.105, 19.290, 19.097], [-25.813, 19.197, 19.472], [-23.971, 21.602, 19.296], [-25.625, 22.549, 17.665], [-26.541, 20.922, 17.878], [-24.519, 20.434, 14.909], [-25.635, 21.816, 15.244], [-26.176, 20.259, 15.631], [-25.443, 21.820, 21.172], [-25.729, 23.000, 20.039], [-23.279, 23.539, 23.404], [-24.322, 22.563, 23.931], [-25.708, 23.160, 24.082], [-25.591, 24.346, 24.845], [-26.790, 25.111, 24.849], [-24.459, 21.454, 22.961], [-23.374, 23.758, 22.335], [-22.253, 23.216, 23.580], [-23.394, 24.526, 23.854], [-24.022, 22.146, 24.899], [-26.359, 22.407, 24.559], [-26.256, 23.277, 23.138], [-27.619, 24.582, 25.320], [-27.007, 25.499, 23.853], [-26.551, 25.967, 25.483], [-23.554, 21.069, 22.696], [-25.011, 20.696, 23.347], [-15.621, 25.016, 15.862], [-15.848, 24.377, 17.229], [-14.776, 23.314, 17.557], [-15.026, 22.596, 18.761], [-15.909, 21.501, 18.543], [-15.781, 25.454, 18.224], [-14.553, 25.213, 15.771], [-16.232, 25.890, 15.653], [-15.911, 24.256, 15.127], [-16.815, 23.856, 17.254], [-13.775, 23.735, 17.650], [-14.792, 22.617, 16.710], [-16.877, 21.835, 18.168], [-16.071, 20.974, 19.484], [-15.401, 20.777, 17.901], [-16.093, 25.158, 19.151], [-16.549, 26.094, 18.011], [-18.335, 18.242, 16.344], [-17.639, 17.787, 15.070], [-16.362, 18.592, 14.823], [-16.670, 19.967, 14.706], [-15.495, 20.732, 14.511], [-17.321, 16.352, 15.206], [-17.578, 18.382, 17.120], [-19.112, 17.567, 16.701], [-18.783, 19.219, 16.151], [-18.292, 17.916, 14.198], [-15.834, 18.238, 13.929], [-15.680, 18.393, 15.660], [-15.129, 20.633, 13.483], [-14.670, 20.483, 15.183], [-15.803, 21.768, 14.659], [-18.189, 15.880, 15.437], [-17.084, 15.983, 14.287], [-23.013, 24.570, 19.388], [-23.932, 25.421, 18.536], [-25.014, 26.089, 19.408], [-25.802, 25.076, 19.987], [-26.638, 25.543, 21.025], [-23.179, 26.493, 17.896], [-23.524, 23.727, 19.869], [-22.488, 25.133, 20.160], [-22.249, 24.091, 18.768], [-24.472, 24.845, 17.781], [-25.694, 26.763, 18.865], [-24.545, 26.722, 20.177], [-27.424, 26.180, 20.605], [-26.072, 26.034, 21.822], [-27.099, 24.651, 21.453], [-22.325, 26.126, 17.495], [-22.949, 27.293, 18.465], [-20.435, 22.441, 29.769], [-21.267, 21.926, 28.605], [-20.433, 21.738, 27.335], [-19.966, 22.993, 26.867], [-19.194, 22.883, 25.694], [-21.903, 20.651, 28.987], [-21.075, 22.641, 30.625], [-19.959, 23.393, 29.514], [-19.579, 21.796, 29.975], [-22.087, 22.609, 28.376], [-21.044, 21.230, 26.578], [-19.569, 21.089, 27.534], [-19.823, 22.754, 24.807], [-18.438, 22.088, 25.691], [-18.645, 23.823, 25.633], [-21.149, 19.954, 29.001], [-22.404, 20.263, 28.176], [-23.181, 15.784, 26.154], [-23.713, 17.205, 25.975], [-23.049, 18.200, 26.918], [-23.333, 19.570, 26.619], [-24.710, 19.899, 26.733], [-23.491, 17.624, 24.587], [-23.883, 15.103, 25.668], [-23.175, 15.490, 27.206], [-22.196, 15.634, 25.717], [-24.797, 17.205, 26.144], [-21.968, 18.174, 26.745], [-23.236, 17.980, 27.972], [-25.086, 19.644, 27.730], [-25.369, 19.381, 26.029], [-24.774, 20.975, 26.593], [-23.561, 18.639, 24.526], [-24.241, 17.306, 23.981], [-19.474, 20.358, 22.825], [-20.817, 20.507, 22.134], [-20.816, 20.102, 20.683], [-19.871, 20.910, 20.024], [-19.895, 20.641, 18.626], [-21.848, 19.725, 22.862], [-18.682, 21.049, 22.523], [-19.085, 19.346, 22.667], [-19.544, 20.490, 23.908], [-21.099, 21.559, 22.225], [-21.834, 20.263, 20.297], [-20.660, 19.030, 20.512], [-20.918, 20.735, 18.262], [-19.428, 19.694, 18.354], [-19.325, 21.423, 18.120], [-21.432, 18.785, 22.958], [-21.895, 20.027, 23.835], [-21.291, 19.273, 15.236], [-21.462, 19.636, 16.707], [-21.974, 20.978, 16.798], [-20.361, 19.741, 14.889], [-22.036, 19.605, 14.518], [-21.053, 18.207, 15.145], [-20.496, 19.604, 17.204], [-22.230, 19.013, 17.174], [-22.941, 20.942, 16.671], [-22.217, 25.140, 14.458], [-22.241, 24.126, 15.566], [-21.002, 23.421, 15.623], [-21.963, 24.731, 13.484], [-21.475, 25.917, 14.675], [-23.159, 25.694, 14.463], [-23.037, 23.388, 15.397], [-22.416, 24.525, 16.572], [-21.110, 22.504, 15.928], [-22.025, 16.397, 21.065], [-21.496, 15.907, 22.415], [-21.047, 16.977, 23.218], [-21.193, 16.574, 20.386], [-22.588, 17.318, 21.233], [-22.717, 15.699, 20.591], [-20.695, 15.181, 22.261], [-22.274, 15.326, 22.922], [-21.713, 17.169, 23.913], [-16.870, 24.035, 22.962], [-16.258, 23.281, 21.799], [-15.466, 24.166, 21.011], [-16.066, 24.633, 23.394], [-17.215, 23.310, 23.701], [-17.707, 24.680, 22.703], [-17.034, 22.852, 21.158], [-15.613, 22.450, 22.099], [-15.201, 23.698, 20.194]], "homo_energy_ev": -8.516, "charge": 0, "orbital_gap_ev": 8.867, "lumo_energy_ev": 0.3518, "largest_force_ev_per_a": 2.64, "e_tot_ha": -3161.23514}

***

Record 2
{"formula": "C40H124O22", "method": "ωB97M-V/def2-TZVPD", "elements": ["C", "C", "O", "H", "H", "H", "H", "H", "H", "C", "C", "O", "H", "H", "H", "H", "H", "H", "C", "C", "O", "H", "H", "H", "H", "H", "H", "C", "C", "O", "H", "H", "H", "H", "H", "H", "C", "C", "O", "H", "H", "H", "H", "H", "H", "C", "C", "O", "H", "H", "H", "H", "H", "H", "C", "C", "O", "H", "H", "H", "H", "H", "H", "C", "C", "O", "H", "H", "H", "H", "H", "H", "C", "C", "O", "H", "H", "H", "H", "H", "H", "C", "C", "O", "H", "H", "H", "H", "H", "H", "C", "C", "O", "H", "H", "H", "H", "H", "H", "C", "C", "O", "H", "H", "H", "H", "H", "H", "C", "C", "O", "H", "H", "H", "H", "H", "H", "C", "C", "O", "H", "H", "H", "H", "H", "H", "O", "H", "H", "O", "H", "H", "O", "H", "H", "O", "H", "H", "C", "C", "C", "O", "H", "H", "H", "H", "H", "H", "H", "H", "C", "C", "C", "O", "H", "H", "H", "H", "H", "H", "H", "H", "C", "C", "C", "O", "H", "H", "H", "H", "H", "H", "H", "H", "C", "C", "C", "O", "H", "H", "H", "H", "H", "H", "H", "H"], "coordinates": [[0.294, -15.237, -20.621], [1.670, -14.817, -19.986], [2.450, -15.971, -19.832], [-0.250, -15.844, -19.897], [0.317, -15.771, -21.571], [-0.405, -14.425, -20.824], [1.489, -14.397, -18.997], [2.168, -14.019, -20.537], [2.570, -16.204, -18.909], [-0.906, -12.513, -14.027], [-2.299, -12.228, -13.502], [-2.190, -11.190, -12.548], [-0.193, -12.890, -13.294], [-0.405, -11.690, -14.538], [-0.910, -13.344, -14.733], [-2.739, -13.071, -12.969], [-3.001, -11.860, -14.249], [-2.740, -11.535, -11.841], [-0.663, -12.065, -17.924], [-1.645, -13.021, -18.580], [-2.959, -12.908, -18.190], [-0.727, -11.052, -18.321], [0.369, -12.185, -18.254], [-0.554, -12.045, -16.840], [-1.410, -14.056, -18.333], [-1.592, -13.028, -19.668], [-3.118, -13.271, -17.316], [1.246, -20.572, -11.748], [0.243, -20.606, -10.632], [0.391, -19.613, -9.685], [0.939, -21.265, -12.531], [2.188, -20.967, -11.367], [1.312, -19.578, -12.190], [0.338, -21.628, -10.264], [-0.780, -20.378, -10.930], [-0.495, -19.416, -9.372], [-5.289, -15.990, -14.760], [-4.270, -14.830, -15.008], [-3.743, -15.093, -16.291], [-4.875, -16.997, -14.802], [-6.067, -16.035, -15.521], [-5.945, -15.934, -13.891], [-3.631, -14.927, -14.130], [-4.759, -13.857, -15.033], [-4.392, -15.687, -16.675], [-0.681, -19.699, -19.468], [-2.058, -19.259, -18.921], [-2.035, -18.086, -18.171], [-0.394, -18.861, -20.105], [-0.703, -20.586, -20.101], [0.042, -19.982, -18.703], [-2.471, -20.038, -18.279], [-2.710, -19.168, -19.790], [-2.909, -17.977, -17.790], [-5.440, -16.804, -18.587], [-5.715, -18.136, -17.973], [-4.834, -18.492, -16.836], [-6.038, -16.629, -19.481], [-4.408, -16.684, -18.915], [-5.620, -15.967, -17.913], [-5.639, -18.924, -18.723], [-6.736, -18.294, -17.625], [-5.286, -19.108, -16.255], [-2.636, -15.963, -11.204], [-2.309, -17.217, -12.095], [-2.814, -18.443, -11.704], [-2.102, -16.154, -10.273], [-3.702, -15.964, -10.976], [-2.318, -15.006, -11.617], [-1.276, -17.498, -12.299], [-2.678, -16.868, -13.060], [-2.331, -18.643, -10.899], [2.387, -16.588, -11.224], [2.984, -17.009, -9.829], [4.330, -16.655, -9.838], [2.516, -15.536, -11.479], [1.312, -16.765, -11.241], [2.861, -17.212, -11.982], [2.891, -18.088, -9.707], [2.403, -16.616, -8.994], [4.884, -17.263, -10.335], [-3.664, -21.547, -14.670], [-2.775, -21.877, -13.550], [-1.880, -20.760, -13.266], [-4.220, -22.414, -15.027], [-3.153, -21.143, -15.544], [-4.476, -20.893, -14.351], [-2.100, -22.639, -13.939], [-3.259, -22.245, -12.645], [-2.339, -20.143, -12.691], [-3.893, -14.723, -21.157], [-4.805, -15.058, -22.287], [-4.068, -15.633, -23.327], [-4.290, -14.184, -20.297], [-3.190, -13.941, -21.442], [-3.291, -15.518, -20.718], [-5.229, -14.163, -22.743], [-5.621, -15.731, -22.024], [-4.049, -16.574, -23.135], [5.605, -19.207, -21.182], [4.869, -18.029, -20.600], [3.556, -18.392, -20.212], [5.260, -19.451, -22.187], [5.625, -20.121, -20.587], [6.671, -18.987, -21.233], [4.818, -17.156, -21.250], [5.400, -17.719, -19.700], [3.021, -17.595, -20.252], [0.449, -13.256, -10.063], [0.468, -11.695, -10.172], [1.530, -11.256, -9.363], [1.403, -13.769, -9.939], [-0.073, -13.712, -10.904], [-0.214, -13.599, -9.268], [-0.480, -11.280, -9.828], [0.540, -11.351, -11.204], [1.590, -10.299, -9.403], [6.344, -13.170, -9.735], [4.804, -13.354, -9.745], [4.448, -14.050, -10.934], [6.685, -12.411, -9.032], [6.648, -12.943, -10.757], [6.806, -14.089, -9.374], [4.272, -12.403, -9.778], [4.551, -13.846, -8.806], [4.408, -14.984, -10.716], [4.424, -16.793, -17.317], [5.010, -17.261, -17.912], [4.223, -17.427, -16.629], [-0.451, -21.267, -15.978], [-0.730, -21.156, -15.069], [-0.582, -20.407, -16.377], [2.873, -20.993, -20.236], [2.033, -20.637, -19.948], [3.507, -20.304, -20.035], [-0.338, -23.253, -18.215], [-0.283, -22.630, -17.490], [-0.736, -24.034, -17.831], [5.727, -20.378, -12.025], [6.047, -20.049, -10.571], [7.130, -20.946, -9.969], [6.354, -18.745, -10.313], [6.236, -19.723, -12.731], [4.688, -20.129, -12.238], [5.906, -21.397, -12.368], [5.180, -20.116, -9.913], [8.153, -20.855, -10.336], [6.924, -22.002, -10.142], [7.112, -20.953, -8.879], [7.084, -18.658, -10.930], [5.435, -21.300, -15.600], [4.509, -20.325, -16.280], [3.111, -20.763, -16.569], [4.351, -19.250, -15.333], [4.842, -21.898, -14.908], [6.248, -20.854, -15.027], [5.820, -21.976, -16.363], [4.923, -19.745, -17.104], [3.131, -21.766, -16.995], [2.673, -20.190, -17.386], [2.340, -20.817, -15.801], [3.439, -19.362, -15.057], [5.187, -14.659, -14.441], [4.309, -13.515, -14.349], [3.811, -12.901, -15.693], [3.140, -13.790, -13.655], [6.045, -14.346, -15.035], [4.742, -15.548, -14.889], [5.425, -14.866, -13.397], [4.843, -12.710, -13.845], [3.529, -13.797, -16.246], [4.597, -12.355, -16.214], [2.895, -12.313, -15.638], [3.145, -13.381, -12.787], [0.210, -16.025, -16.332], [0.983, -17.297, -16.068], [1.642, -17.265, -14.700], [0.167, -18.458, -16.137], [-0.049, -15.402, -15.476], [-0.645, -16.151, -16.997], [0.763, -15.332, -16.966], [1.648, -17.369, -16.928], [2.283, -18.106, -14.434], [0.943, -16.957, -13.922], [2.380, -16.465, -14.629], [-0.677, -18.221, -16.529]], "homo_energy_ev": -9.472, "charge": 0, "orbital_gap_ev": 9.507, "lumo_energy_ev": 0.0347, "largest_force_ev_per_a": 4.03, "e_tot_ha": -3253.38740}

***

Record 3
{"formula": "C40H16BrF15GeN5O9RuS", "method": "ωB97M-V/def2-TZVPD", "elements": ["Ru", "O", "C", "C", "C", "C", "C", "C", "C", "O", "N", "N", "C", "C", "Br", "C", "C", "C", "C", "C", "C", "C", "H", "H", "H", "H", "H", "H", "H", "H", "H", "H", "H", "H", "H", "H", "O", "N", "O", "C", "C", "C", "C", "O", "C", "C", "N", "O", "O", "N", "O", "O", "H", "H", "F", "C", "C", "C", "F", "C", "F", "C", "F", "C", "F", "Ge", "S", "C", "C", "F", "C", "F", "C", "F", "C", "F", "C", "F", "C", "C", "F", "C", "F", "C", "F", "C", "F", "C", "F"], "coordinates": [[0.427, 0.350, -1.002], [-0.216, 4.613, 0.273], [1.045, 5.046, 0.433], [1.267, 6.278, 1.055], [2.550, 6.746, 1.254], [3.648, 6.012, 0.818], [3.440, 4.801, 0.184], [2.155, 4.299, 0.006], [1.994, 2.923, -0.616], [0.724, 2.548, -0.959], [2.554, 1.941, 0.330], [2.677, 0.727, -0.184], [3.471, -0.164, 0.283], [3.596, -1.444, -0.363], [2.260, -1.762, -1.723], [4.498, -2.409, -0.158], [5.678, -2.383, 0.703], [6.130, -3.593, 1.241], [7.250, -3.636, 2.050], [7.963, -2.473, 2.312], [7.549, -1.273, 1.754], [6.416, -1.224, 0.960], [-0.168, 3.735, -0.170], [0.406, 6.851, 1.372], [2.706, 7.694, 1.751], [4.654, 6.375, 0.979], [4.287, 4.228, -0.179], [2.635, 2.894, -1.521], [3.136, 2.242, 1.101], [4.079, 0.017, 1.167], [4.355, -3.332, -0.709], [5.577, -4.501, 1.035], [7.576, -4.581, 2.463], [8.849, -2.509, 2.932], [8.123, -0.372, 1.923], [6.131, -0.293, 0.489], [-4.562, 5.191, -4.267], [-3.655, 4.548, -4.759], [-3.308, 4.607, -5.924], [-2.943, 3.623, -3.893], [-1.879, 2.908, -4.396], [-1.288, 1.922, -3.626], [-1.818, 1.576, -2.336], [-1.585, 0.462, -1.759], [-2.687, 2.583, -1.765], [-3.294, 3.527, -2.548], [-2.902, 2.597, -0.330], [-2.055, 2.084, 0.382], [-3.886, 3.168, 0.095], [-0.061, 1.347, -4.068], [0.471, 1.794, -5.055], [0.471, 0.439, -3.400], [-1.499, 3.116, -5.386], [-4.023, 4.211, -2.134], [-2.064, -5.109, 0.230], [-1.460, -4.922, 1.408], [-1.310, -3.642, 1.920], [-0.633, -3.524, 3.127], [-0.417, -2.312, 3.641], [-0.159, -4.623, 3.818], [0.490, -4.479, 4.972], [-0.352, -5.891, 3.293], [0.100, -6.955, 3.941], [-1.001, -6.043, 2.080], [-1.171, -7.260, 1.566], [-1.888, -1.998, 0.943], [-0.130, -0.678, 1.088], [-2.597, -2.640, -0.808], [-1.838, -2.597, -1.960], [-0.510, -2.405, -1.839], [-2.387, -2.752, -3.217], [-1.641, -2.616, -4.314], [-3.741, -3.023, -3.328], [-4.296, -3.141, -4.527], [-4.512, -3.181, -2.187], [-5.800, -3.497, -2.292], [-3.931, -2.983, -0.949], [-4.693, -3.123, 0.143], [-3.464, -1.131, 1.801], [-3.763, -1.266, 3.146], [-2.982, -2.027, 3.920], [-4.869, -0.665, 3.720], [-5.110, -0.796, 5.023], [-5.737, 0.067, 2.926], [-6.824, 0.610, 3.455], [-5.474, 0.214, 1.573], [-6.311, 0.894, 0.797], [-4.339, -0.369, 1.044], [-4.106, -0.217, -0.269]], "spin_multiplicity": 6, "homo_energy_ev": [-8.519, -8.513], "s_squared": 8.77, "charge": 0, "orbital_gap_ev": [6.943, 5.876], "lumo_energy_ev": [-1.5764, -2.6368], "largest_force_ev_per_a": 1.70, "e_tot_ha": -9126.39971}